No. 1
Molecular formula: C45H54Ge2P2SeSiSn
Method: DFT, ωB97M-V/def2-TZVPD

```
106
Properties=species:S:1:pos:R:3:forces:R:3
Sn -0.690167 0.920292 -0.043924 -0.11 -0.41 0.24
C 1.886677 -2.430779 -0.930157 -0.16 0.15 0.09
C 0.866729 -2.027702 -2.002990 0.12 0.21 0.21
P -0.737856 -1.433588 -1.331018 0.01 -0.06 -0.15
C -1.400789 -2.900152 -0.511340 -0.01 0.03 0.28
C -1.552977 -2.901972 0.874305 -0.12 -0.18 -0.13
C -1.943708 -4.061160 1.536363 0.04 0.06 -0.08
C -2.195964 -5.217371 0.813189 0.00 -0.01 0.06
C -2.048548 -5.220999 -0.569833 -0.03 -0.04 -0.05
C -1.643208 -4.073093 -1.230497 0.07 -0.04 -0.01
C -1.721403 -1.109089 -2.816067 0.13 0.12 -0.07
C -2.930170 -1.729994 -3.111023 -0.06 0.07 0.07
C -3.606614 -1.403926 -4.280507 -0.05 0.00 0.00
C -3.092724 -0.448546 -5.145755 0.05 0.01 0.00
C -1.902177 0.201435 -4.836229 -0.02 0.02 0.07
C -1.222128 -0.124691 -3.672856 -0.02 -0.09 -0.12
C 2.583266 -1.281732 -0.193221 -0.15 0.04 -0.26
P 3.871761 -0.184391 -0.970216 0.13 -0.01 -0.11
C 3.002862 0.800830 -2.272951 -0.14 -0.05 0.02
C 2.308102 1.920203 -1.797309 -0.01 0.00 -0.13
C 1.648209 2.792317 -2.658435 0.07 -0.13 0.02
C 1.691521 2.573099 -4.029695 -0.05 -0.03 -0.01
C 2.408269 1.489968 -4.522866 0.05 -0.09 0.00
C 3.061803 0.615183 -3.655347 -0.04 0.08 -0.04
C 4.932329 -1.374051 -1.873272 0.13 0.04 -0.09
C 6.289204 -1.350094 -1.531749 -0.05 -0.09 -0.06
C 7.200738 -2.206589 -2.144075 -0.08 0.05 0.03
C 6.765128 -3.103841 -3.108756 0.00 0.01 0.03
C 5.420531 -3.139068 -3.464439 -0.01 0.02 0.02
C 4.514038 -2.281273 -2.854778 0.07 0.01 -0.06
H 2.640891 -3.066030 -1.386813 0.02 -0.08 -0.01
H 1.386682 -3.055415 -0.184355 -0.02 -0.05 0.03
H 0.595787 -2.882470 -2.622600 0.04 -0.09 -0.08
H 1.264158 -1.253832 -2.662103 -0.01 0.02 -0.02
H -1.361819 -2.002084 1.440701 0.05 0.09 0.05
H -2.035541 -4.059940 2.615546 -0.02 0.01 -0.04
H -2.500598 -6.123593 1.326415 0.02 0.10 -0.05
H -2.246139 -6.124791 -1.135541 0.03 0.07 0.05
H -1.504727 -4.096299 -2.305519 -0.03 0.01 0.02
H -3.362649 -2.446114 -2.424172 0.04 -0.03 -0.04
H -4.545840 -1.895063 -4.511837 0.09 0.04 0.03
H -3.621348 -0.206718 -6.060690 0.03 0.00 0.07
H -1.508869 0.970102 -5.492723 -0.02 -0.09 0.03
H -0.293281 0.386116 -3.436047 0.03 0.06 -0.03
H 3.119889 -1.708085 0.655917 0.01 0.00 0.08
H 1.850788 -0.595447 0.249827 -0.03 -0.01 0.05
H 2.341207 2.143587 -0.738232 -0.06 0.03 0.10
H 1.137328 3.662044 -2.263073 -0.01 -0.01 0.03
H 1.191244 3.255970 -4.709906 0.07 -0.07 0.07
H 2.474240 1.327664 -5.595299 0.01 0.01 0.14
H 3.647171 -0.193071 -4.073105 -0.04 -0.04 0.02
H 6.628556 -0.650749 -0.774702 0.00 -0.03 -0.06
H 8.250195 -2.167793 -1.870170 -0.12 0.00 -0.01
H 7.472001 -3.775789 -3.584780 -0.08 0.08 0.04
H 5.079733 -3.836039 -4.223144 0.02 0.07 0.07
H 3.475003 -2.316084 -3.165142 0.09 0.03 0.01
C -2.775027 0.510705 5.568996 -0.07 0.01 0.15
Ge -2.906419 0.673624 3.632998 0.16 0.09 -0.40
C -3.689976 2.379390 3.112885 -0.09 0.11 0.01
C -3.942717 -0.765605 2.825357 -0.08 -0.10 0.04
Ge -0.624322 0.620340 2.695748 0.13 0.16 0.22
C 0.396600 -0.888326 3.395681 0.03 -0.17 -0.20
C 1.791983 -0.928391 3.326180 -0.03 -0.02 0.08
C 2.494620 -1.983415 3.893386 -0.09 -0.04 0.02
C 1.811940 -3.008657 4.542484 0.00 0.05 -0.04
C 0.425181 -2.978344 4.623033 0.03 0.06 -0.05
C -0.277122 -1.928177 4.042686 0.11 -0.02 -0.07
C 0.429099 2.220448 3.089058 -0.07 0.11 -0.02
C 0.063477 3.046412 4.153932 0.09 0.04 -0.08
C 0.827248 4.161785 4.480568 -0.02 -0.02 -0.01
C 1.964531 4.466174 3.744319 -0.01 -0.04 -0.06
C 2.342559 3.650561 2.683030 -0.07 -0.02 0.04
C 1.574122 2.538760 2.357796 0.03 0.16 0.18
H -3.792794 0.541826 5.974393 0.17 -0.01 0.00
H -2.206077 1.343250 5.988083 -0.06 -0.10 0.01
H -2.301702 -0.425030 5.868724 -0.03 0.07 0.00
H -4.682104 2.475774 3.564708 0.10 0.02 -0.05
H -3.793638 2.393863 2.025440 -0.02 0.04 0.12
H -3.074765 3.225163 3.427425 -0.05 -0.05 0.00
H -4.979337 -0.679869 3.163423 0.07 -0.06 -0.05
H -3.569056 -1.756379 3.094301 -0.05 0.08 -0.02
H -3.921348 -0.658825 1.739108 -0.04 -0.04 0.05
H 2.340422 -0.119975 2.849940 -0.05 -0.07 0.04
H 3.576659 -2.002714 3.841248 -0.03 0.00 0.00
H 2.363069 -3.828000 4.989673 -0.03 0.06 -0.02
H -0.105797 -3.767718 5.141823 0.01 0.02 -0.03
H -1.362667 -1.919705 4.097745 0.05 0.00 0.04
H -0.821502 2.821993 4.740231 0.02 0.02 -0.01
H 0.534127 4.792514 5.312211 0.01 -0.03 -0.06
H 2.555490 5.339047 3.995143 -0.02 -0.06 0.00
H 3.236177 3.877429 2.113525 -0.04 0.00 0.01
H 1.887150 1.906054 1.535706 0.03 -0.03 -0.09
C -2.693238 3.595843 -2.895537 0.03 0.18 -0.33
Si -3.098628 3.517603 -1.094674 0.24 -0.42 0.20
C -4.770331 4.165817 -0.670406 -0.30 0.16 0.00
C -1.776328 4.314165 -0.060232 0.11 0.22 0.10
Se -3.133008 1.252376 -0.556269 -0.16 0.03 -0.13
H -2.730124 4.630755 -3.263911 0.03 -0.19 0.03
H -3.398005 2.993783 -3.476895 0.09 0.06 0.03
H -1.685748 3.199458 -3.064438 -0.09 0.03 -0.04
H -4.880857 5.180997 -1.072696 -0.04 -0.13 0.09
H -4.896163 4.209164 0.415131 -0.04 0.00 -0.09
H -5.566444 3.543222 -1.089091 0.06 0.09 0.04
H -1.728088 5.394741 -0.252139 0.02 -0.17 0.06
H -0.790693 3.893173 -0.288711 -0.01 0.10 0.04
H -1.977277 4.163632 1.005870 0.06 0.04 -0.08
```
Positions in Å, forces in eV/Å.

The spin multiplicity is 2. For the total energy, the calculation gives -9488.81274 a.u. For the HOMO energy (spin up / spin down), the calculation gives -9.9 / -10.6 eV. For the HOMO-LUMO gap (spin up / spin down), the calculation gives 0.28649 / 0.21699 hartree. As for the total charge: +1.

***

No. 2
Molecular formula: C45H55AsBrO5PPbSSi
Method: DFT, ωB97M-V/def2-TZVPD

```
111
Properties=species:S:1:pos:R:3:forces:R:3
Pb 0.305100 1.756100 0.436700 1.02 0.27 -0.25
C 0.330700 -2.997900 -1.590500 -0.40 0.08 0.10
C -1.143900 -2.885600 -1.185200 0.30 -0.79 0.07
C -2.055000 -3.476700 -2.257600 0.18 0.23 0.15
C -1.389900 -3.602000 0.144400 0.04 0.23 -0.27
O -1.409200 -1.508700 -0.972900 0.26 0.02 -0.01
Si -2.453900 -0.459900 -1.600200 0.23 1.05 0.26
S -1.789000 1.456500 -0.915000 -0.40 -0.16 -0.36
O -2.673900 -0.457600 -3.203700 -0.11 -0.24 0.10
C -2.060700 0.036100 -4.382100 0.21 0.18 -0.68
C -0.571000 0.281800 -4.170900 -0.25 -0.06 0.10
C -2.298100 -1.030800 -5.460600 0.06 0.23 0.33
C -2.742100 1.349600 -4.779800 0.08 -0.32 0.18
O -3.915800 -0.771600 -0.972100 -0.13 -0.31 0.36
C -5.195800 -0.259800 -1.327600 -0.61 0.02 -0.09
C -5.708900 -1.029800 -2.546200 0.15 0.12 0.26
C -5.133600 1.232000 -1.640700 0.11 -0.25 0.16
C -6.106600 -0.492200 -0.119400 0.28 0.03 -0.29
H 0.649900 -4.037500 -1.568100 0.08 -0.10 -0.01
H 0.942200 -2.402700 -0.914000 0.06 0.00 0.10
H 0.467400 -2.611900 -2.597700 0.06 0.06 -0.14
H -1.848800 -4.536700 -2.384200 0.01 -0.11 0.00
H -1.894500 -2.970400 -3.204100 -0.02 0.00 -0.16
H -3.093900 -3.345100 -1.963800 -0.18 -0.05 -0.02
H -1.147800 -4.658800 0.070200 0.01 -0.14 -0.05
H -2.431000 -3.488100 0.435600 -0.12 -0.03 0.06
H -0.771700 -3.152700 0.913400 0.04 0.04 0.11
H -0.082700 -0.621100 -3.816800 0.12 -0.20 0.01
H -0.425300 1.056500 -3.423700 0.08 0.13 0.04
H -0.108600 0.593400 -5.102800 0.10 0.03 -0.11
H -1.748500 -1.937700 -5.216900 0.05 -0.09 -0.01
H -1.975800 -0.679100 -6.437700 0.06 0.06 -0.08
H -3.358600 -1.271800 -5.504900 -0.08 -0.01 -0.03
H -2.643100 2.071700 -3.973300 0.04 0.12 0.09
H -3.798800 1.191000 -4.980100 -0.15 -0.05 -0.02
H -2.275600 1.752700 -5.674600 0.05 0.07 -0.11
H -4.996900 -0.917800 -3.357100 0.01 -0.03 -0.15
H -6.674800 -0.645800 -2.861400 -0.17 0.04 -0.03
H -5.807000 -2.085700 -2.307500 -0.03 -0.16 0.02
H -4.533700 1.402600 -2.526600 0.08 0.10 -0.24
H -4.671500 1.769200 -0.818100 -0.02 0.11 0.13
H -6.134800 1.617500 -1.807400 -0.14 0.07 -0.06
H -6.087800 -1.541200 0.166200 -0.02 -0.13 0.01
H -7.126800 -0.210900 -0.365500 -0.15 0.03 0.01
H -5.767400 0.110300 0.720000 0.03 0.06 0.13
Br 8.073800 -1.302000 -3.042300 -0.17 0.05 0.15
C 6.442800 -0.687000 -2.265300 0.27 -0.05 -0.10
C 6.234100 0.677100 -2.146200 0.12 -0.07 -0.04
C 5.023200 1.124200 -1.655300 -0.18 -0.12 0.00
C 4.042600 0.213200 -1.274800 0.07 -0.06 0.02
C 4.294500 -1.151400 -1.351800 -0.09 0.14 0.01
C 5.495900 -1.611400 -1.859000 0.20 -0.01 -0.10
C 2.715500 0.730600 -0.814800 0.18 0.13 -0.15
O 2.398800 1.891800 -1.127300 -0.26 0.53 -0.09
O 1.974900 -0.016600 -0.118700 -0.81 -0.17 0.21
H 7.002000 1.374100 -2.445700 0.04 0.02 -0.05
H 4.812700 2.180200 -1.578900 -0.03 0.06 -0.01
H 3.536800 -1.850400 -1.036200 -0.14 -0.06 0.09
H 5.702100 -2.668100 -1.953800 -0.05 -0.02 0.01
C 0.223900 0.683100 4.210900 0.09 0.04 -0.42
C -1.093600 1.309700 4.625200 0.02 -0.06 0.14
As -1.047800 2.192200 6.414600 0.08 0.03 -0.20
C -0.539400 0.693700 7.569600 0.00 0.09 0.00
C -0.843700 -0.632900 7.292100 -0.10 0.09 -0.28
C -0.530600 -1.636200 8.194500 0.00 -0.11 0.07
C 0.086100 -1.326600 9.394700 0.01 -0.07 0.03
C 0.373000 -0.005100 9.697400 0.02 -0.01 0.09
C 0.051200 0.993400 8.796600 -0.05 0.28 -0.12
C 0.714600 3.014100 6.124000 -0.12 0.00 0.07
C 0.730100 4.142800 5.309400 -0.30 -0.04 0.04
C 1.922000 4.747700 4.954900 0.06 0.07 -0.08
C 3.121100 4.238000 5.426900 0.09 0.03 -0.05
C 3.116800 3.128600 6.254600 0.12 0.01 0.00
C 1.921700 2.516800 6.593700 -0.10 -0.20 0.16
P 0.117000 -0.128100 2.528300 -0.07 -0.73 1.21
C -1.240600 -1.291700 2.890500 0.15 0.15 -0.30
C -2.458300 -1.076400 2.252800 0.17 -0.03 0.07
C -3.557900 -1.849900 2.583600 -0.15 -0.03 0.03
C -3.444900 -2.843700 3.541800 -0.03 0.03 -0.07
C -2.227800 -3.067700 4.168600 0.01 -0.09 0.11
C -1.128900 -2.289300 3.855300 0.02 0.09 0.03
C 1.672000 -1.074900 2.537900 -0.18 0.04 -0.08
C 1.733300 -2.434600 2.263300 -0.15 0.14 0.03
C 2.960500 -3.059900 2.138000 0.06 -0.12 -0.04
C 4.129000 -2.332400 2.273700 0.06 -0.04 -0.02
C 4.076200 -0.974500 2.546100 0.09 -0.01 0.03
C 2.853700 -0.349300 2.677000 -0.15 -0.01 0.10
H 0.546800 -0.068900 4.938700 0.04 0.01 -0.15
H 1.006600 1.445500 4.155200 -0.03 -0.08 0.04
H -1.893300 0.563800 4.639400 0.00 0.10 0.04
H -1.390200 2.075100 3.900600 -0.08 0.06 0.16
H -1.339400 -0.894000 6.365000 0.00 -0.03 -0.06
H -0.774500 -2.664400 7.963200 -0.01 -0.04 -0.03
H 0.334100 -2.109800 10.096600 0.01 -0.05 0.04
H 0.840700 0.245500 10.639900 0.01 0.03 0.02
H 0.260400 2.030700 9.040000 0.04 -0.05 0.06
H -0.211700 4.541700 4.944900 0.04 0.07 -0.02
H 1.918600 5.616400 4.312200 -0.01 0.06 -0.04
H 4.055800 4.700900 5.145400 0.06 0.06 0.01
H 4.048500 2.732000 6.633800 0.05 -0.04 0.00
H 1.934600 1.637500 7.224700 0.04 -0.02 -0.02
H -2.539500 -0.304900 1.500700 -0.06 0.06 -0.13
H -4.499500 -1.678300 2.084500 -0.08 0.02 -0.06
H -4.303800 -3.443300 3.807400 -0.05 -0.05 -0.02
H -2.140700 -3.848300 4.910500 0.02 -0.05 0.08
H -0.191800 -2.440100 4.375300 0.07 -0.06 -0.01
H 0.823900 -3.005200 2.142000 0.01 -0.03 -0.01
H 2.998600 -4.118800 1.924500 0.03 -0.07 -0.01
H 5.083300 -2.820400 2.160800 0.16 -0.08 -0.01
H 4.988600 -0.404700 2.645900 0.06 0.04 0.00
H 2.814500 0.714700 2.870000 0.04 0.11 0.01
```
Positions in Å, forces in eV/Å.

The energy above the lowest of the compared OMol25 structures with the same formula, charge and spin comes out at 15.71 kcal per mole. For the total energy, the calculation gives -8155.89265 a.u. For the HOMO energy, the calculation gives -8.3 eV. For the HOMO-LUMO gap, the calculation gives 0.31302 hartree. As for the total charge: 0.